Record 1
A cluster of 2 separate species, C2H8NO in total. Source: the Open Molecules 2025 dataset; level of theory: ωB97M-V/def2-TZVPD.

Last column: Löwdin charge in e.
CARTESIAN COORDINATES (ANGSTROEM)
O1 -2.136 -1.782 0.682  -0.04
H1 -2.725 -1.942 1.464  0.04
C1 0.485 -0.809 0.146  -0.13
N1 0.466 0.250 -0.917  -0.16
C2 0.601 1.596 -0.370  -0.17
H2 -0.497 -1.220 0.454  0.01
H3 1.084 -1.524 -0.415  0.07
H4 1.118 -0.663 1.029  0.08
H5 -0.432 0.138 -1.372  0.09
H6 0.415 2.424 -1.066  0.07
H7 1.651 1.708 -0.117  0.07
H8 -0.029 1.824 0.483  0.07

Properties
Frontier orbital gap (spin up / spin down) in Eh: 0.3538 / 0.2336
Electronic energy in eV: -5737.6110
HOMO (spin up / spin down) in eV: -8.77 / -8.69
Spin multiplicity: 2

=====

Record 2
A cluster of 6 separate species, C23H48BO12PS5 in total. Source: the Open Molecules 2025 dataset; level of theory: ωB97M-V/def2-TZVPD.

Last column: Löwdin charge in e.
CARTESIAN COORDINATES (ANGSTROEM)
C1 5.510 -4.422 1.012  -0.10
C2 4.269 -5.196 0.737  -0.41
P1 3.167 -6.047 2.073  0.81
C3 1.381 -5.949 1.300  -0.34
B1 0.923 -4.390 1.004  -0.51
O1 -0.002 -4.179 -0.163  -0.01
O2 1.393 -3.205 1.777  0.00
H1 6.547 -4.993 0.867  0.07
H2 5.525 -3.293 1.381  0.07
H3 3.904 -5.265 -0.396  0.07
H4 3.429 -7.460 2.168  -0.08
H5 1.501 -6.468 0.232  0.08
H6 0.593 -6.572 1.900  0.09
H7 0.214 -4.890 -0.837  0.07
H8 1.050 -3.241 2.726  0.11
C4 -1.182 -0.551 2.124  -0.21
C5 -2.197 0.377 2.790  -0.24
C6 -1.997 0.268 4.301  -0.21
S1 -0.281 -0.165 4.547  0.67
O3 -0.219 -1.492 5.122  -0.33
O4 0.418 0.965 5.126  -0.34
C7 0.143 -0.278 2.820  -0.24
H9 -1.115 -0.373 1.047  0.12
H10 -1.479 -1.595 2.278  0.12
H11 -2.015 1.409 2.467  0.09
H12 -3.224 0.122 2.509  0.11
H13 -2.208 1.215 4.804  0.11
H14 -2.612 -0.527 4.730  0.11
H15 0.879 -1.069 2.667  0.08
H16 0.558 0.687 2.513  0.11
C8 -2.958 4.248 -0.926  -0.22
C9 -4.363 4.818 -0.735  -0.21
C10 -5.071 3.954 0.306  -0.22
S2 -3.789 3.287 1.357  0.67
O5 -3.748 1.851 1.179  -0.34
O6 -3.877 3.904 2.666  -0.33
C11 -2.418 4.005 0.475  -0.23
H17 -2.316 4.929 -1.492  0.12
H18 -3.015 3.301 -1.476  0.12
H19 -4.291 5.850 -0.371  0.12
H20 -4.922 4.840 -1.676  0.12
H21 -5.767 4.541 0.910  0.09
H22 -5.597 3.116 -0.159  0.11
H23 -1.564 3.325 0.494  0.11
H24 -2.160 4.948 0.966  0.11
C12 3.166 -1.565 -2.468  -0.21
C13 3.821 -2.164 -3.711  -0.23
C14 3.310 -3.597 -3.853  -0.21
S3 1.691 -3.628 -3.099  0.70
O7 1.743 -4.478 -1.929  -0.35
O8 0.687 -3.790 -4.132  -0.32
C15 1.691 -1.928 -2.562  -0.22
H25 3.310 -0.482 -2.415  0.12
H26 3.605 -2.010 -1.567  0.12
H27 3.531 -1.580 -4.593  0.13
H28 4.913 -2.139 -3.645  0.06
H29 3.228 -3.893 -4.902  0.11
H30 3.948 -4.304 -3.315  0.11
H31 1.164 -1.837 -1.611  0.11
H32 1.188 -1.335 -3.331  0.11
C16 9.755 -1.343 -5.317  -0.22
C17 9.787 -1.607 -3.813  -0.22
C18 8.382 -1.349 -3.271  -0.22
S4 7.259 -1.679 -4.620  0.68
O9 6.611 -0.439 -4.994  -0.31
O10 6.512 -2.888 -4.335  -0.34
C19 8.511 -2.050 -5.833  -0.23
H33 10.659 -1.707 -5.813  0.12
H34 9.678 -0.265 -5.502  0.12
H35 10.067 -2.652 -3.632  0.12
H36 10.527 -0.977 -3.307  0.12
H37 8.147 -2.010 -2.433  0.11
H38 8.254 -0.306 -2.971  0.11
H39 8.194 -1.700 -6.817  0.11
H40 8.652 -3.135 -5.847  0.11
C20 -8.378 5.505 4.135  -0.22
C21 -9.815 6.023 4.103  -0.22
C22 -10.315 5.902 2.664  -0.23
S5 -9.409 4.546 1.933  0.67
O11 -8.563 5.070 0.882  -0.33
O12 -10.311 3.431 1.720  -0.33
C23 -8.394 4.198 3.356  -0.23
H41 -8.022 5.358 5.159  0.12
H42 -7.714 6.227 3.645  0.12
H43 -10.440 5.408 4.763  0.12
H44 -9.881 7.056 4.458  0.12
H45 -11.385 5.686 2.626  0.11
H46 -10.096 6.805 2.087  0.11
H47 -7.401 3.877 3.036  0.10
H48 -8.881 3.403 3.929  0.11

Properties
Frontier orbital gap in Eh: 0.2343
Electronic energy in eV: -113335.1441
SMILES: O=S1(=O)CCCC1.O=S1(=O)CCCC1.O=S1(=O)CCCC1.O=S1(=O)CCCC1.O=S1(=O)CCCC1.C=CPCB(O)O
HOMO in eV: -7.26

=====

Record 3
A structure of composition C20H26MnN5O2S2Se2. Source: the Open Molecules 2025 dataset; level of theory: ωB97M-V/def2-TZVPD.

Last column: Löwdin charge in e.
CARTESIAN COORDINATES (ANGSTROEM)
Mn1 -1.014 -0.220 -0.774  -0.01
O1 2.009 -0.909 -1.706  -0.36
S1 2.096 -0.927 -0.248  0.61
O2 2.492 -2.172 0.353  -0.28
N1 0.684 -0.387 0.282  -0.22
C1 0.586 0.140 1.574  -0.30
C2 1.374 -0.136 2.665  0.00
C3 1.187 0.565 3.875  -0.04
C4 0.228 1.528 4.006  -0.03
C5 -0.619 1.820 2.911  -0.14
C6 -1.641 2.794 2.943  0.01
C7 -2.413 3.002 1.836  -0.03
C8 -2.195 2.216 0.690  -0.12
N2 -1.257 1.296 0.621  0.00
C9 -0.446 1.108 1.710  -0.18
C10 3.298 0.285 0.220  -0.29
C11 4.510 -0.137 0.738  -0.05
C12 5.471 0.811 1.065  -0.05
C13 5.207 2.160 0.884  -0.06
C14 3.982 2.574 0.373  -0.06
C15 3.023 1.634 0.038  -0.06
H1 2.143 -0.893 2.598  0.11
H2 1.827 0.328 4.714  0.11
H3 0.099 2.069 4.935  0.12
H4 -1.800 3.367 3.848  0.13
H5 -3.198 3.745 1.826  0.11
H6 -2.821 2.332 -0.186  0.08
H7 4.691 -1.194 0.881  0.12
H8 6.423 0.493 1.467  0.11
H9 5.956 2.896 1.146  0.11
H10 3.776 3.628 0.243  0.11
H11 2.056 1.947 -0.339  0.10
C16 -4.120 -1.195 0.748  -0.34
Se1 -2.237 -1.638 0.902  1.05
C17 -2.288 -3.357 -0.014  -0.49
C18 -2.367 -3.236 -1.520  -0.51
Se2 -0.843 -2.290 -2.293  1.01
C19 0.508 -3.610 -1.841  -0.33
H12 -4.692 -1.844 1.405  0.04
H13 -4.463 -1.293 -0.280  0.01
H14 -4.230 -0.162 1.072  0.03
H15 -3.136 -3.914 0.384  0.08
H16 -1.381 -3.872 0.300  0.06
H17 -3.243 -2.668 -1.830  0.04
H18 -2.419 -4.220 -1.987  0.08
H19 0.147 -4.578 -2.180  0.04
H20 0.727 -3.612 -0.778  0.02
H21 1.407 -3.329 -2.378  0.03
N3 -0.013 0.876 -2.244  -0.02
N4 -0.695 0.951 -3.469  -0.03
C20 -2.017 0.748 -3.516  -0.78
N5 -2.621 0.913 -4.692  0.13
S2 -2.900 0.319 -2.131  0.75
H22 0.228 1.815 -1.935  0.12
H23 0.843 0.308 -2.335  0.06
H24 -0.174 1.226 -4.289  0.17
H25 -2.131 1.188 -5.527  0.12
H26 -3.604 0.713 -4.760  0.11

Properties
Frontier orbital gap (spin up / spin down) in Eh: 0.2864 / 0.2844
Electronic energy in eV: -216386.8074
HOMO (spin up / spin down) in eV: -10.31 / -10.29
Spin multiplicity: 2
Total charge: +1